Record 1
DFT (ωB97M-V/def2-TZVPD) results for a molecular structure, C31H26F3N9O9PSW at a distorted geometry.

The geometry in ORCA input format:
```
! RIJCOSX wB97M-V def2-TZVPD def2/J DEFGRID3
* xyz 1 1
W 0.5495 -0.6761 1.0109
O 2.8874 0.6901 4.0501
C 2.0311 0.6941 3.2072
N 2.1364 0.2507 1.8840
C 3.3723 0.3462 1.2479
O 4.3193 1.0123 1.6072
C 3.3280 -0.3747 -0.0386
C 4.5081 -0.6801 -0.6946
C 4.4804 -1.3797 -1.8837
C 3.2205 -1.7171 -2.4015
C 2.0795 -1.3557 -1.7356
N 2.0644 -0.7026 -0.5241
C 0.6475 1.2265 3.4386
C 0.2490 1.6925 4.6837
C -1.0102 2.2554 4.8111
C -1.8051 2.3568 3.6746
C -1.3303 1.8639 2.4705
N -0.1315 1.2853 2.3349
H 5.4271 -0.3715 -0.2264
H 5.3884 -1.6571 -2.3880
H 3.1492 -2.2582 -3.3310
H 1.1036 -1.5843 -2.1556
H 0.9359 1.5966 5.5110
H -1.3603 2.6126 5.7676
H -2.7760 2.8220 3.7232
H -1.9181 1.9582 1.5670
O -0.8924 -3.3677 2.3516
C -1.1402 -2.1892 2.4416
O -0.2345 -1.2675 2.7133
C -2.4892 -1.5945 2.1170
C -3.7275 -1.8653 2.6797
C -4.8381 -1.1705 2.1843
C -4.7655 -0.2694 1.1366
C -3.5227 -0.0044 0.5465
C -2.3884 -0.6744 1.0673
O -1.1899 -0.4119 0.5844
N -3.3214 0.9043 -0.4760
O -2.2057 0.8599 -1.1521
O -4.1627 1.7759 -0.7322
N -6.1332 -1.3803 2.8157
O -7.0656 -0.7520 2.3769
O -6.1720 -2.1511 3.7434
H -3.8493 -2.5706 3.4868
H -5.6600 0.2153 0.7762
F 2.3634 -5.8641 1.0834
C 2.2776 -5.4497 -0.1750
F 3.4189 -4.7884 -0.4601
F 2.2711 -6.5358 -0.9559
C 1.0877 -4.5627 -0.4380
C 0.1180 -4.8938 -1.3664
C -0.8949 -3.9730 -1.6503
C -0.8786 -2.7514 -1.0237
N 0.0462 -2.4245 -0.0894
C 1.0049 -3.3379 0.2445
S 2.0221 -2.7887 1.5046
H 0.1457 -5.8489 -1.8689
H -1.6623 -4.2020 -2.3695
H -1.5932 -1.9736 -1.2738
C 1.0079 4.3771 -2.0911
N 1.9005 3.1935 -2.4280
C 1.4339 2.6447 -3.7680
N 0.0733 2.2821 -3.6994
C -0.7578 3.4170 -3.3439
N -0.3460 3.9823 -2.0699
C -0.7100 3.1674 -0.9376
P 0.0014 1.4181 -1.0471
C 1.8071 2.1425 -1.3836
C -0.2018 1.1170 -2.8987
H 1.1610 5.1498 -2.8529
H 1.3107 4.7652 -1.1161
H 2.8713 3.5077 -2.5141
H 2.0586 1.7845 -4.0258
H 1.5692 3.4286 -4.5208
H -1.7934 3.0907 -3.2701
H -0.6735 4.1807 -4.1237
H -1.7994 3.1197 -0.8823
H -0.3363 3.6364 -0.0233
H 2.4595 1.3272 -1.7035
H 2.2138 2.5461 -0.4514
H -1.2321 0.8110 -3.0702
H 0.4716 0.3165 -3.2152
*
```

## Properties
Highest occupied orbital energy (spin up / spin down) in eV: -9.21 / -9.38
HOMO-LUMO gap (spin up / spin down) in Eh: 0.17250 / 0.17876

Record 2
DFT (ωB97M-V/def2-TZVPD) results for a single C7H11B molecule at a distorted geometry.

The geometry in ORCA input format:
```
! RIJCOSX wB97M-V def2-TZVPD def2/J DEFGRID3
* xyz 0 1
B -1.2646 -0.1396 0.1281
C -0.8421 1.3690 -0.0605
C 0.6026 1.4804 0.3444
C 2.5683 -0.4331 0.2833
C 0.0647 -0.8593 0.4185
C 1.7583 -0.7204 -0.9311
C 1.1273 0.1304 0.2093
C -2.5972 -0.8656 -0.1861
H -0.9325 1.3240 -1.1257
H -1.4754 2.2542 0.2946
H 1.0995 2.3723 -0.2748
H 0.6410 1.8507 1.3445
H 2.9139 -1.2569 0.9462
H 3.4726 0.2520 0.1791
H 0.2743 -1.8584 0.8852
H 1.4129 -1.5606 -1.5293
H -3.2107 -1.1763 0.6934
H -2.3502 -1.8200 -0.8795
H -3.2626 -0.3426 -0.7397
*
```

## Properties
Highest occupied orbital energy (spin up / spin down) in eV: -7.74 / -7.96
HOMO-LUMO gap (spin up / spin down) in Eh: 0.28048 / 0.28418

Record 3
DFT (ωB97M-V/def2-TZVPD) results for a single C5H9F molecule at a distorted geometry.

The geometry in ORCA input format:
```
! RIJCOSX wB97M-V def2-TZVPD def2/J DEFGRID3
* xyz 0 1
C 0.3585 -2.1536 -0.0410
C -0.5314 -1.2135 0.7464
C -0.0620 0.2256 0.6032
C -0.0983 0.9843 -0.4728
C 0.2321 2.4265 -0.5327
F -0.4345 0.5085 -1.7087
H 0.5057 -1.8027 -1.0843
H 1.3639 -2.2612 0.4485
H -0.0800 -3.1275 -0.1717
H -0.5271 -1.3436 1.8360
H -1.6472 -1.2565 0.4610
H 0.0389 0.7358 1.6323
H -0.5944 2.9507 -1.0198
H 0.3091 2.7421 0.4824
H 1.1667 2.5851 -1.1788
*
```

## Properties
Highest occupied orbital energy in eV: -9.22
SMILES: CC/C=C(/C)F
HOMO-LUMO gap in Eh: 0.37801